No. 1
The following is a DFT calculation (ωB97M-V/def2-TZVPD) of an isolated molecule of C5H9NO in a non-equilibrium geometry.

Geometry as XYZ:
```
16
C5H9NO (ωB97M-V/def2-TZVPD)
C 1.0765 -0.4771 1.1986
C 0.9617 0.9330 -0.7725
C -0.0165 0.1013 -1.5002
N -0.9889 0.5050 -0.5167
C -1.7803 -0.5538 0.1290
C 0.7204 0.9840 0.6540
O 0.9049 1.9639 1.3635
H 0.3622 -0.5862 2.0141
H 2.0793 -0.3905 1.6329
H 1.0623 -1.3225 0.4960
H 1.5682 1.7321 -1.2031
H -0.2036 0.6235 -2.4596
H 0.2329 -0.9542 -1.6711
H -1.3220 -1.4428 0.6173
H -2.4892 -0.2818 0.9274
H -2.3943 -1.1113 -0.6092
```

The HOMO energy (alpha / beta) is -8.81 / -9.11 eV. The LUMO energy (alpha / beta) comes out at -0.88 / -0.62 eV. The HOMO-LUMO gap (alpha / beta) comes out at 0.29125 / 0.31199 hartree. As for the energy above the lowest of the compared OMol25 structures with the same formula, charge and spin: 133.1 kcal per mole. Its net charge is 0. As for the total energy: -325.72545 a.u.

=====

No. 2
The following is a DFT calculation (ωB97M-V/def2-TZVPD) of a cluster of 19 separate species, C50H126F3N10O28 in total in a non-equilibrium geometry.

Geometry as XYZ:
```
217
C50H126F3N10O28 (ωB97M-V/def2-TZVPD)
C -13.4224 -3.3488 26.2456
C -13.1153 -2.3956 25.0750
C -14.2313 -1.2859 25.2079
C -13.9849 -0.0280 24.3948
C -12.6394 0.5939 24.7911
C -11.3748 -0.3438 24.6306
N -11.6970 -1.7356 25.2383
O -10.6610 -2.6384 25.0749
C -10.1160 0.2320 25.3843
C -11.1164 -0.4186 23.0955
C -13.2851 -3.1526 23.7345
H -14.4771 -3.6113 26.3285
H -13.1083 -2.9564 27.2128
H -12.8370 -4.2663 26.1874
H -14.4081 -1.0299 26.2526
H -15.2239 -1.7247 25.1063
H -14.7005 0.7785 24.5545
H -14.0082 -0.3001 23.3396
H -12.7096 0.9587 25.8159
H -12.4927 1.6040 24.4086
H -9.2207 -0.2372 24.9764
H -10.1770 0.0611 26.4591
H -10.0340 1.2922 25.1447
H -11.1684 0.5507 22.5996
H -11.8064 -0.9386 22.4310
H -10.1144 -0.8050 22.9088
H -14.3042 -3.5266 23.6359
H -12.7707 -4.1128 23.6955
H -12.9418 -2.6075 22.8552
C -8.0804 0.3992 28.2542
N -7.3031 0.8132 29.4955
C -5.8674 1.2406 29.1001
C -7.9903 2.0073 30.1678
C -7.3012 -0.4806 30.3547
C -6.7108 -0.3290 31.7712
O -5.3035 -0.0724 31.5497
H -7.5145 -0.2968 27.6349
H -8.3418 1.3234 27.7388
H -9.0261 -0.0314 28.5834
H -5.4008 1.8814 29.8484
H -6.0081 1.8675 28.2196
H -5.2454 0.3545 28.9734
H -9.0102 1.7027 30.4023
H -8.0504 2.7940 29.4157
H -7.3047 2.3864 30.9257
H -6.8445 -1.3719 29.9245
H -8.3501 -0.6593 30.5912
H -6.7392 -1.1626 32.4729
H -7.2552 0.4652 32.2821
H -4.9266 0.5794 32.1452
C -10.4528 -3.6499 28.7242
O -10.5375 -4.6229 29.8254
O -11.2356 -2.5203 29.1035
C -9.0500 -3.4798 28.0653
F -8.2133 -3.0776 29.0117
F -8.4804 -4.5229 27.4583
F -8.9241 -2.4973 27.1277
C -9.4969 -5.0297 30.6304
C -10.1046 -6.0866 31.5739
H -10.7958 -5.6051 32.2656
H -10.7326 -6.8626 31.1363
H -9.3300 -6.5795 32.1615
H -9.1908 -4.1158 31.1395
H -8.6601 -5.5120 30.1251
H -10.9515 -4.1894 27.9190
C -12.0135 0.9557 28.6764
C -11.8334 0.9666 30.1549
O -10.9310 -0.0086 30.7006
O -12.4613 -0.3094 28.1607
H -11.1066 1.2428 28.1441
H -12.8146 1.6711 28.4909
H -12.7914 0.7369 30.6213
H -11.6458 1.9807 30.5077
H -11.0473 -0.8710 30.2952
H -12.0266 -1.0440 28.6000
C -5.8415 -0.2765 24.9749
C -6.5967 -1.2264 24.1407
O -7.3954 -0.5381 23.1701
O -4.7612 0.1880 24.2100
H -5.4073 -0.7789 25.8393
H -6.3464 0.6097 25.3594
H -7.2643 -1.7862 24.7956
H -5.9920 -1.9685 23.6193
H -6.7849 -0.3144 22.4639
H -4.0110 0.4122 24.7655
C -16.3513 -2.2625 21.7260
C -16.3784 -3.5646 20.9826
O -17.5584 -4.2389 21.2105
O -16.6419 -2.4307 23.0696
H -17.0970 -1.6263 21.2492
H -15.3560 -1.8344 21.6069
H -15.4716 -4.1277 21.2035
H -16.3320 -3.3983 19.9064
H -17.6849 -4.9305 20.5568
H -16.8877 -3.3582 23.0998
C -9.9202 -2.7445 18.7520
C -10.1275 -1.9780 17.4604
O -9.0498 -1.0404 17.2866
O -10.2733 -1.8947 19.8337
H -8.8690 -3.0321 18.7630
H -10.5999 -3.5966 18.7629
H -11.0446 -1.4106 17.6186
H -10.2920 -2.6935 16.6547
H -9.5098 -0.2196 17.0965
H -9.9026 -2.2778 20.6321
C -19.4134 -1.8585 25.1480
C -18.4182 -0.8397 25.6303
O -17.8322 -0.2008 24.4943
O -20.0048 -2.5669 26.2111
H -18.9255 -2.6025 24.5183
H -20.0900 -1.3302 24.4762
H -17.6481 -1.2991 26.2500
H -18.9199 -0.0597 26.2030
H -17.4502 -0.9422 24.0188
H -20.3782 -2.0370 26.9192
C -15.3547 4.0286 26.0147
C -16.0906 5.2713 25.4517
O -17.3757 5.0046 24.9656
O -14.8313 3.2951 24.9511
H -16.0138 3.4331 26.6464
H -14.5524 4.2898 26.7047
H -15.5087 5.7884 24.6888
H -16.2347 6.0104 26.2398
H -17.2332 4.4529 24.1930
H -15.5283 3.0012 24.3600
C -11.2102 3.5144 20.0051
C -12.6455 3.9083 19.3999
O -13.0626 3.0215 18.3768
O -11.3708 2.3667 20.8224
H -10.7403 4.3579 20.5108
H -10.5092 3.1665 19.2464
H -12.5602 4.9000 18.9556
H -13.3945 4.1521 20.1534
H -13.6731 2.3877 18.7605
H -10.6882 2.4959 21.4849
C -11.6944 -7.1100 20.7650
C -12.0821 -5.7152 20.1658
O -11.9061 -4.6059 21.1090
O -10.2978 -7.0685 20.9887
H -11.9714 -7.9945 20.1914
H -12.1157 -7.1350 21.7699
H -13.0695 -5.7304 19.7044
H -11.4166 -5.6314 19.3066
H -10.9825 -4.6338 21.3692
H -9.7899 -6.8823 20.1956
O -16.3800 -5.2820 27.6937
C -17.3627 -4.5420 27.5885
N -18.0356 -4.5081 26.4346
C -17.8691 -3.7118 28.7444
H -18.8108 -3.8848 26.2599
H -17.6248 -5.0361 25.6780
H -17.0773 -3.4024 29.4265
H -18.6668 -4.2440 29.2626
H -18.4332 -2.8631 28.3576
O -12.3109 -6.7989 24.6480
C -11.1372 -6.8934 25.0130
N -10.1516 -6.6405 24.1551
C -10.7072 -7.1960 26.4612
H -10.4488 -6.2714 23.2632
H -9.1636 -6.6842 24.3599
H -11.3223 -6.6922 27.2068
H -9.6736 -6.9755 26.7283
H -10.9030 -8.2535 26.6385
O -14.5016 0.7709 19.2727
C -13.7036 -0.1133 19.2733
N -12.5237 0.1043 19.8018
C -13.9927 -1.4876 18.8019
H -12.1889 1.0213 20.0611
H -11.8392 -0.6378 19.7716
H -14.9945 -1.8553 19.0238
H -13.2538 -2.2595 19.0171
H -13.9534 -1.4833 17.7126
O -9.5521 2.9661 22.7043
C -8.5685 3.2776 23.3512
N -7.6841 2.3825 23.6873
C -8.4202 4.6890 23.7621
H -7.7750 1.3930 23.5066
H -6.9043 2.6619 24.2652
H -9.3421 4.9670 24.2728
H -8.3351 5.2852 22.8536
H -7.5487 4.8670 24.3921
O -18.0079 0.7219 28.7403
C -16.8966 1.1236 28.9458
N -16.6684 2.4234 29.1922
C -15.6298 0.3177 28.8461
H -17.4654 3.0352 29.2943
H -15.7548 2.6792 29.5386
H -15.6122 -0.6236 28.2968
H -15.2696 0.1297 29.8575
H -14.8244 0.8258 28.3158
O -16.8609 -6.0457 24.1073
C -15.6864 -6.2537 23.9711
N -14.9271 -6.0897 25.0233
C -15.0987 -6.6022 22.6533
H -15.4243 -5.7532 25.8355
H -14.0512 -6.5926 25.0325
H -15.0829 -7.6792 22.4859
H -14.1687 -6.0712 22.4499
H -15.8806 -6.3148 21.9503
O -9.4587 -3.3930 21.9745
C -8.2900 -3.5842 22.4082
N -8.0779 -4.0426 23.5954
C -7.0570 -3.3737 21.4903
H -8.8098 -4.2106 24.2709
H -7.1269 -4.3373 23.7649
H -6.2285 -3.6616 22.1375
H -6.9765 -2.3077 21.2775
H -6.9909 -3.8439 20.5092
O -9.6037 3.3893 27.2231
C -10.3877 4.2514 27.0168
N -10.1620 5.3431 27.7615
C -11.4548 4.1656 25.9240
H -9.3256 5.5352 28.2941
H -10.8152 6.1104 27.6924
H -11.9926 5.0822 25.6819
H -12.1724 3.4522 26.3292
H -11.1552 3.7511 24.9614
```

The HOMO energy is -10.02 eV. The LUMO energy comes out at -5.62 eV. The HOMO-LUMO gap comes out at 0.16166 hartree. Its net charge is +1. As for the total energy: -4934.15373 a.u.

=====

No. 3
The following is a DFT calculation (ωB97M-V/def2-TZVPD) of a cluster of 3 separate species, C5H11N4O in total in a non-equilibrium geometry.

Geometry as XYZ:
```
21
C5H11N4O (ωB97M-V/def2-TZVPD)
C 3.7493 0.5214 0.9830
C 1.6329 -0.6110 0.2928
C 3.3041 1.1388 2.0574
C -0.0707 1.8890 0.2029
C -1.8173 -2.2127 -0.8121
N 2.7674 -0.2510 0.2678
N 0.5123 2.5075 1.0651
N -0.7299 1.1511 -0.4911
N -1.9570 -0.9990 0.1417
O 0.5823 -1.0525 0.1378
H 4.6876 0.3631 0.4850
H 2.2325 1.1046 2.4008
H 4.1023 1.6014 2.5158
H -0.8576 -2.6268 -0.7488
H -2.4387 -3.0055 -0.6274
H -1.8943 -1.8349 -1.7959
H 1.5015 2.7806 0.9658
H -1.3991 -0.0453 -0.1354
H -0.8633 1.2335 -1.4917
H -1.9803 -1.1150 1.1770
H -2.9953 -0.8769 0.0716
```

The HOMO energy is -12.83 eV. The LUMO energy comes out at -2.91 eV. The HOMO-LUMO gap comes out at 0.36446 hartree. As for the energy above the lowest of the compared OMol25 structures with the same formula, charge and spin: 83.0 kcal per mole. Its net charge is +1. As for the total energy: -491.05476 a.u.

=====

No. 4
The following is a DFT calculation (ωB97M-V/def2-TZVPD) of a cluster of 3 separate species, C6H13NO2 in total in a non-equilibrium geometry.

Geometry as XYZ:
```
22
C6H13NO2 (ωB97M-V/def2-TZVPD)
C -2.4054 -0.0061 -0.3003
C -0.9967 0.4712 -0.3169
C -0.8418 1.5732 0.5028
N 0.3368 2.2312 0.1660
C 1.0306 1.3032 -0.7752
C 0.1026 0.4105 -1.2393
C 2.5075 1.5238 -1.2145
H -2.8501 -0.8608 -0.7396
H -2.5316 -0.6204 0.6302
H -3.2576 0.7008 -0.3889
H -1.3367 2.1998 1.2476
H 0.7894 3.2258 0.3497
H 0.2477 -0.2156 -2.1315
H 2.6498 2.6140 -1.2118
H 3.3356 1.3093 -0.7116
H 2.4241 1.1213 -2.2677
H -0.1154 -3.6510 -0.3593
H 0.7006 -3.1346 0.9788
O 0.2858 -2.9481 0.1136
H -0.7552 -2.3703 2.5108
H 0.6227 -2.1237 2.3785
O 0.0573 -2.7534 2.7786
```

The HOMO energy is -7.64 eV. The LUMO energy comes out at 0.74 eV. The HOMO-LUMO gap comes out at 0.30765 hartree. Its SMILES is Cc1c[nH]c(C)c1.O.O. As for the energy above the lowest of the compared OMol25 structures with the same formula, charge and spin: 93.2 kcal per mole. Its net charge is 0. As for the total energy: -441.53150 a.u.